[1]
12 unconnected molecules or ions with the total composition H24O12. Source: the Open Molecules 2025 dataset; level of theory: the ωB97M-V functional and the def2-TZVPD basis.

## Properties
LUMO level in eV: 0.1
SMILES string: O.O.O.O.O.O.O.O.O.O.O.O
Orbital gap in eV: 11.2

Positions of all 36 atoms, in Å:
O1 -1.587 0.540 -2.366
O2 -2.374 -1.565 1.844
O3 0.257 -0.544 1.477
O4 3.119 2.052 0.076
O5 1.505 0.927 -2.201
O6 -2.801 1.081 2.160
O7 -1.953 -2.144 -0.881
O8 2.822 -2.250 -0.261
O9 0.801 -2.385 -1.926
O10 -2.722 2.621 -0.808
O11 -0.376 2.008 0.936
O12 3.287 -0.111 1.697
H1 2.338 2.136 -0.521
H2 0.597 0.576 -2.001
H3 2.568 -1.327 -0.289
H4 -1.988 1.344 1.718
H5 2.416 -2.749 -0.955
H6 1.062 -0.486 2.026
H7 3.759 1.779 -0.556
H8 -1.994 -1.914 0.078
H9 -2.212 1.224 -2.114
H10 -1.775 2.453 -0.558
H11 -2.723 -0.741 2.042
H12 0.041 -2.169 -1.276
H13 0.442 2.487 1.218
H14 -3.133 2.809 0.035
H15 -2.741 -2.633 -1.069
H16 0.538 -1.080 0.790
H17 3.409 0.672 1.178
H18 -1.827 -0.285 -1.902
H19 0.379 -2.734 -2.726
H20 -3.110 1.778 2.777
H21 2.008 0.076 -2.125
H22 -0.011 1.091 0.780
H23 -1.724 -1.690 2.491
H24 3.702 -0.844 1.211

Atom charges from the Löwdin analysis, given in e for atoms 1 to 2: atom 1 (O): -0.06, atom 2 (O): -0.01

---

[2]
12 unconnected molecules or ions with the total composition H24O12. Source: the Open Molecules 2025 dataset; level of theory: the ωB97M-V functional and the def2-TZVPD basis.

## Properties
LUMO level in eV: -0.1
SMILES string: O.O.O.O.O.O.O.O.O.O.O.O
Orbital gap in eV: 9.7

Positions of all 36 atoms, in Å:
O1 2.172 -1.199 0.001
O2 -2.662 1.780 -1.874
O3 2.084 2.178 -0.603
O4 0.707 -0.927 -2.705
O5 4.154 -1.165 0.886
O6 -1.990 -4.520 2.210
O7 -1.237 -0.104 1.111
O8 -1.429 2.762 -0.473
O9 0.687 -2.818 0.866
O10 2.407 0.484 4.350
O11 -5.213 -0.035 -1.601
O12 0.244 2.993 -1.605
H1 1.170 -2.511 0.175
H2 2.016 1.249 -0.841
H3 -2.293 1.167 -2.458
H4 2.406 2.628 -1.408
H5 -2.337 2.731 -0.006
H6 2.781 -1.889 0.295
H7 -2.853 -4.761 2.689
H8 2.788 -0.683 -0.445
H9 2.897 -0.098 3.791
H10 2.007 -0.066 5.076
H11 -5.764 0.250 -2.320
H12 4.459 -0.983 -0.021
H13 -2.570 2.725 -2.225
H14 1.137 -0.050 -2.854
H15 0.142 -0.722 -1.968
H16 -1.664 -0.309 0.233
H17 3.697 -0.453 1.184
H18 0.455 2.790 -0.737
H19 -4.840 -0.930 -1.831
H20 -1.759 -3.863 2.895
H21 -0.274 3.811 -1.488
H22 -0.347 0.227 0.974
H23 -0.982 3.163 0.249
H24 -0.198 -2.850 0.480

Atom charges from the Löwdin analysis, given in e for atoms 1 to 2: atom 1 (O): -0.08, atom 2 (O): -0.08

---

[3]
12 unconnected molecules or ions with the total composition H24O12. Source: the Open Molecules 2025 dataset; level of theory: the ωB97M-V functional and the def2-TZVPD basis.

## Properties
LUMO level in eV: 0.0
SMILES string: O.O.O.O.O.O.O.O.O.O.O.O
Orbital gap in eV: 10.6

Positions of all 36 atoms, in Å:
O1 -0.345 -3.306 -1.176
O2 -2.471 1.401 1.637
O3 0.875 -1.229 -2.359
O4 2.620 2.252 -0.549
O5 -1.061 0.387 -1.330
O6 2.030 0.774 3.276
O7 -0.745 0.681 3.336
O8 0.800 3.460 -2.125
O9 -5.083 0.194 -0.843
O10 3.593 -0.479 -1.956
O11 -1.957 -2.458 1.504
O12 1.634 -1.550 0.485
H1 -0.404 -2.965 -2.065
H2 -1.965 0.880 2.329
H3 -0.994 -2.824 -0.599
H4 2.545 1.734 -1.350
H5 -4.883 1.133 -0.902
H6 -2.128 2.331 1.671
H7 2.403 -0.075 3.484
H8 3.313 1.748 -0.073
H9 -4.648 -0.025 -0.009
H10 0.830 -1.139 0.154
H11 1.887 1.138 2.412
H12 -1.202 0.331 -2.273
H13 -2.027 -2.812 2.395
H14 -2.843 -2.489 1.133
H15 4.193 -1.199 -2.134
H16 0.735 3.105 -1.171
H17 0.418 -0.595 -1.785
H18 1.614 3.958 -2.147
H19 1.812 -2.268 -0.159
H20 -1.788 -0.059 -0.882
H21 1.749 -0.834 -2.493
H22 3.140 -0.780 -1.094
H23 -0.905 -0.237 3.531
H24 0.067 1.085 3.759

Atom charges from the Löwdin analysis, given in e for atoms 1 to 2: atom 1 (O): -0.07, atom 2 (O): -0.13

---

The following highest occupied orbital energy values (in Ha) correspond, in order, to the records above: -0.4092 -0.3598 -0.3905.
The following energy above the lowest of the compared OMol25 structures with the same formula, charge and spin values (in eV) correspond, in order, to the records above: 0.851 7.922 2.547.